{
  "formula": "C3H7IS",
  "method": "ωB97M-V/def2-TZVPD",
  "smiles": "CC[C@@H](S)I",
  "fmax_ha_per_bohr": 0.093,
  "total_energy_ev": -22159.2037,
  "e_above_lowest_kj_mol": 58.6,
  "homo_energy_ev": -9.211,
  "molar_mass_g_mol": 202.1,
  "gap_ev": 9.4,
  "species": ["C", "C", "C", "S", "I", "H", "H", "H", "H", "H", "H", "H"],
  "xyz": [[0.815, 1.500, 0.272], [0.733, -0.030, 0.240], [-0.727, -0.628, -0.392], [-0.568, -2.400, -0.215], [-2.466, 0.284, 0.587], [0.664, 1.758, -0.892], [1.668, 1.665, 0.821], [-0.039, 1.947, 0.866], [1.580, -0.341, -0.402], [0.786, -0.604, 1.102], [-0.681, -0.371, -1.470], [-1.766, -2.780, -0.517]]
}